Record 1
# C3H4O2

A single C3H4O2 molecule (ωB97M-V/def2-TZVPD, OMol25).

As for the net charge: 0. Its HOMO energy is -9.94 eV. The spin multiplicity is 1. The calculation puts the energy at -7270.007 eV. For the gap between HOMO and LUMO, the calculation gives 9.4343 eV. The value obtained for the energy above the lowest of the compared OMol25 structures with the same formula, charge and spin is 0.6785 eV.

CARTESIAN COORDINATES (ANGSTROEM)
C -0.25912 0.14103 -1.12871
C -0.51688 -0.18395 0.31432
O -1.57403 -0.55038 0.77798
C 0.67410 -0.04652 1.26963
O 1.74487 0.38353 0.92032
H -1.19873 0.23390 -1.67534
H 0.33815 -0.66308 -1.57432
H 0.33531 1.05521 -1.21034
H 0.45635 -0.36974 2.30647

Cartesian forces (eV/Å) of the 2 atoms listed first:
-0.074 0.028 -0.071
-0.341 -0.110 -0.029


Record 2
# C2H3Br2OP

A molecular structure, C2H3Br2OP (ωB97M-V/def2-TZVPD, OMol25).

As for the net charge: 0. Its HOMO energy is -9.08 eV. The spin multiplicity is 1. The calculation puts the energy at -153542.073 eV. For the gap between HOMO and LUMO, the calculation gives 8.7064 eV. The value obtained for the energy above the lowest of the compared OMol25 structures with the same formula, charge and spin is 2.7708 eV.

CARTESIAN COORDINATES (ANGSTROEM)
C -0.70694 0.35317 -0.01914
C 0.99874 0.37096 -0.60600
O -1.48545 -1.80917 1.39051
P -1.29852 -1.48726 -0.01238
Br 2.00958 1.65823 0.39326
Br 1.40096 -1.46320 -0.15596
H -0.57539 0.54186 0.97982
H -1.41676 1.21704 -0.38228
H 1.07378 0.61837 -1.58783

Cartesian forces (eV/Å) of the 2 atoms listed first:
1.331 0.889 -3.302
-4.324 -0.206 4.253


Record 3
# C6H8O2

2 unconnected molecules or ions with the total composition C6H8O2 (ωB97M-V/def2-TZVPD, OMol25).

As for the net charge: 0. Its HOMO energy is -7.13 eV. The spin multiplicity is 1. The calculation puts the energy at -10437.084 eV. For the gap between HOMO and LUMO, the calculation gives 6.8577 eV. The value obtained for the energy above the lowest of the compared OMol25 structures with the same formula, charge and spin is 9.6419 eV.

CARTESIAN COORDINATES (ANGSTROEM)
C 0.90982 0.31923 -0.71938
C 1.02262 1.79534 -0.68163
C -0.30898 1.36439 -0.02507
C -0.73119 -0.83622 0.33739
C -1.74077 -1.44295 1.20307
C 0.87273 -0.63433 0.38024
H -0.07254 -1.46314 -1.64014
H 1.39856 2.40281 0.04066
H 0.90694 2.18294 -1.76234
H -0.18319 1.61177 0.95048
H -2.79065 -1.18709 0.81731
H -1.33695 -2.43788 1.64917
H 1.45519 -0.31342 1.44023
H 1.36806 -1.60022 -0.02304
O 0.52144 -0.26376 -1.76588
O -1.29111 0.50253 -0.20107

Cartesian forces (eV/Å) of the 2 atoms listed first:
2.801 1.830 4.730
-4.186 -1.762 -6.031


Record 4
# C30H38GeIN3O3PtSe

A molecular structure, C30H38GeIN3O3PtSe (ωB97M-V/def2-TZVPD, OMol25).

As for the net charge: +2. Its HOMO energy is -14.12 eV. The spin multiplicity is 1. The calculation puts the energy at -175534.409 eV. For the gap between HOMO and LUMO, the calculation gives 7.3258 eV. The value obtained for the energy above the lowest of the compared OMol25 structures with the same formula, charge and spin is 0.0000 eV.

CARTESIAN COORDINATES (ANGSTROEM)
Pt -0.09323 -0.05377 -1.05582
C 2.83420 1.52341 -3.81878
C 2.21771 1.58299 -2.45495
O 1.21280 0.87648 -2.28386
C 2.87608 2.51747 -1.54717
C 2.68553 2.86671 -0.26594
C 3.53318 3.90504 0.39156
N 1.63540 2.23845 0.47183
N 1.50209 2.75059 1.58698
C 0.37158 2.19660 2.33137
O -0.62818 1.88528 1.73554
C 0.56821 2.16381 3.78330
C -0.43979 1.60497 4.57498
C -0.28297 1.54073 5.94496
C 0.87877 2.03419 6.53250
C 1.88059 2.59403 5.75232
C 1.72921 2.66368 4.37730
H 2.32068 0.79958 -4.44334
H 3.89199 1.26520 -3.72899
H 2.79405 2.51305 -4.28056
H 3.67950 3.04248 -2.04926
H 4.24308 4.32583 -0.31423
H 4.07911 3.46901 1.22989
H 2.91200 4.70154 0.80027
H -1.33786 1.23341 4.10023
H -1.06255 1.11522 6.56179
H 0.99737 1.98949 7.60698
H 2.77380 2.98764 6.21740
H 2.49826 3.12049 3.77049
I 5.08940 -2.17009 0.77424
C 3.29889 -2.51995 -0.21002
C 2.95547 -3.77836 -0.68704
C 1.73337 -3.94355 -1.31989
C 0.88564 -2.86029 -1.44542
N 1.22158 -1.65233 -0.97470
C 2.40629 -1.47793 -0.37870
H 3.63085 -4.61504 -0.56880
H 1.43724 -4.90445 -1.71594
H -0.07555 -2.93949 -1.93589
H 2.62206 -0.48131 -0.01583
C -4.25872 -0.73405 -2.76897
Ge -2.92738 0.07411 -3.94488
C -1.39137 -1.10637 -4.21076
C -3.71016 0.60455 -5.64238
C -2.27727 1.78120 -3.13826
Se -1.52747 1.87320 -1.34353
C -3.15803 1.64161 -0.32563
H -4.68906 -1.61540 -3.24455
H -5.07146 -0.03593 -2.56608
H -3.80892 -1.03923 -1.82379
H -1.71000 -2.14841 -4.24181
H -0.66230 -0.98983 -3.40640
H -0.89892 -0.87339 -5.15485
H -4.11134 -0.26923 -6.15585
H -2.96347 1.06559 -6.28852
H -4.52415 1.31330 -5.49261
H -3.08204 2.51937 -3.10878
H -1.49512 2.20153 -3.77366
H -3.81733 0.94449 -0.83098
H -3.61329 2.62605 -0.25573
H -2.88637 1.28757 0.65968
C -3.08901 -2.65650 0.68516
C -1.76253 -1.96964 0.65530
O -1.58162 -1.20529 -0.31725
C -0.76562 -2.25894 1.68446
C 0.28999 -1.38107 1.94383
C 1.24386 -1.70108 2.89235
C 1.15383 -2.89848 3.59237
C 0.09551 -3.76828 3.35917
C -0.86725 -3.44613 2.42057
H -3.73872 -2.24021 -0.07945
H -3.54824 -2.56075 1.66885
H -2.95743 -3.72277 0.48821
H 0.34274 -0.43144 1.42289
H 2.05508 -1.01474 3.09818
H 1.90282 -3.14755 4.33254
H 0.01882 -4.69418 3.91197
H -1.68386 -4.13451 2.25032

Cartesian forces (eV/Å) of the 2 atoms listed first:
-0.428 -0.256 -0.461
-0.011 0.003 0.035


Record 5
# C4H4FN

A single C4H4FN molecule (ωB97M-V/def2-TZVPD, OMol25).

As for the net charge: 0. Its HOMO energy is -10.30 eV. The spin multiplicity is 1. The calculation puts the energy at -8418.443 eV. For the gap between HOMO and LUMO, the calculation gives 11.0178 eV. The value obtained for the energy above the lowest of the compared OMol25 structures with the same formula, charge and spin is 1.3530 eV.

CARTESIAN COORDINATES (ANGSTROEM)
C 0.14681 1.05574 1.38931
C 0.22209 -0.00996 0.61094
F 0.97439 -1.03055 0.86936
C -0.61942 -0.28161 -0.81641
C 0.35441 -0.91292 -1.64767
N 1.07689 -1.51569 -2.29806
H 0.81173 1.28009 2.28657
H -0.38631 1.92432 1.03378
H -1.29622 0.54137 -1.06698
H -1.28437 -1.05080 -0.36084

Cartesian forces (eV/Å) of the 2 atoms listed first:
1.233 0.909 0.665
-2.014 1.843 -2.120


Record 6
# C12H23LaN2O2P2S

A molecular structure, C12H23LaN2O2P2S (ωB97M-V/def2-TZVPD, OMol25).

As for the net charge: +2. Its HOMO energy (alpha / beta) is -15.07 / -15.24 eV. The spin multiplicity is 1. The calculation puts the energy at -50146.969 eV. For the gap between HOMO and LUMO (alpha / beta), the calculation gives 3.7134 / 3.4818 eV. The value obtained for the energy above the lowest of the compared OMol25 structures with the same formula, charge and spin is 0.8662 eV.

CARTESIAN COORDINATES (ANGSTROEM)
La 1.33649 0.86893 0.36597
P 1.98199 -1.61101 -1.09618
C 0.23518 -1.68848 -1.80538
C -0.92460 -1.55684 -0.83188
N -0.87840 -0.63498 0.16785
C -2.00741 -0.39674 0.88452
C -3.19519 -1.08372 0.64208
C -3.26041 -1.99510 -0.40312
C -2.10860 -2.23244 -1.14400
C -1.99530 0.59531 2.04339
P -0.82830 2.03483 1.96958
H -2.10629 -2.92022 -1.98311
H -4.05168 -0.84527 1.27288
H -4.19410 -2.50506 -0.61553
H -2.99917 1.03459 2.13450
H -1.76111 0.06613 2.98377
H 0.16108 -0.85997 -2.53933
H 0.13524 -2.60804 -2.40229
H 0.10710 1.18765 -2.69969
O 0.14992 0.63227 -3.50081
H -0.75242 0.58526 -3.87846
H 2.96615 1.23527 -0.73239
O 0.63919 2.22760 -1.12644
H 0.53659 2.99725 -1.71066
C -1.80331 3.25321 1.04384
H -2.68698 3.55866 1.60992
H -1.17494 4.12690 0.84131
H -2.10023 2.83546 0.07899
C -0.89185 2.69916 3.67484
H -0.13484 3.49877 3.74991
H -1.89079 3.10283 3.91410
H -0.61708 1.90248 4.38670
C 2.43894 -3.33696 -0.74848
H 2.56329 -3.90709 -1.67995
H 3.38951 -3.30520 -0.19217
H 1.67043 -3.79280 -0.10906
C 2.90379 -1.27200 -2.63875
H 3.94102 -1.07176 -2.35339
H 2.86757 -2.12282 -3.32561
H 2.51341 -0.37835 -3.13451
S 5.00185 0.41320 3.94569
C 3.85175 0.57012 2.87511
N 2.97251 0.69897 2.06625

Cartesian forces (eV/Å) of the 2 atoms listed first:
-2.566 -0.794 0.887
-0.681 -0.671 -1.477


Record 7
# C40H59N4O3SSiSr

A molecular structure, C40H59N4O3SSiSr (ωB97M-V/def2-TZVPD, OMol25).

As for the net charge: +1. Its HOMO energy is -10.17 eV. The spin multiplicity is 1. The calculation puts the energy at -74094.042 eV. For the gap between HOMO and LUMO, the calculation gives 7.8389 eV. The value obtained for the energy above the lowest of the compared OMol25 structures with the same formula, charge and spin is 0.8458 eV.

CARTESIAN COORDINATES (ANGSTROEM)
Sr 0.10950 1.45852 0.47676
C -1.81154 0.50470 3.53743
N -1.36642 0.19098 2.17324
C -0.52142 -1.00825 2.14175
C 0.74075 -0.78428 2.92768
C 1.10765 -1.59267 3.99125
C 2.31247 -1.35697 4.63310
C 3.10633 -0.31289 4.19276
C 2.65188 0.46116 3.13925
N 1.49416 0.24628 2.51495
C -2.45916 0.06452 1.20656
C -3.14711 1.36840 0.85783
C -4.51511 1.35292 0.64664
C -5.13210 2.54380 0.28882
C -4.35612 3.68728 0.15993
C -2.99059 3.58785 0.36125
N -2.37791 2.44971 0.69543
C -2.14353 1.96009 3.74756
C -3.43441 2.37464 4.04055
C -3.67773 3.72390 4.24380
C -2.61481 4.60718 4.16621
C -1.35850 4.09723 3.87679
N -1.11559 2.80796 3.65597
H -2.66276 -0.13150 3.81380
H -0.98726 0.27128 4.21086
H -1.02945 -1.92232 2.47427
H -0.23286 -1.20627 1.08756
H 0.46072 -2.40175 4.30320
H 2.62413 -1.98016 5.46063
H 4.05901 -0.09447 4.65374
H 3.24234 1.28856 2.77523
H -2.02302 -0.34224 0.28258
H -3.20845 -0.66346 1.54265
H -5.07800 0.43827 0.76658
H -6.19983 2.58119 0.11777
H -4.79543 4.63745 -0.10758
H -2.35433 4.45868 0.24603
H -4.23405 1.64823 4.10612
H -4.67598 4.07624 4.46785
H -2.74751 5.66690 4.33375
H -0.50162 4.76038 3.83378
C 2.82055 4.42890 -3.14856
C 1.88362 3.42421 -2.47286
C 0.47659 3.51490 -3.06007
C 1.93553 3.61092 -0.96802
C 0.94140 4.26714 -0.24529
C 1.02406 4.40109 1.13937
C 2.11371 3.90431 1.85148
C 2.19275 4.04243 3.34650
C 3.11862 3.27207 1.12036
C 3.02481 3.11430 -0.25266
H 2.84111 4.26442 -4.22616
H 3.84071 4.34287 -2.77299
H 2.48083 5.45119 -2.96712
H 2.25627 2.41424 -2.67038
H 0.04581 4.51086 -2.93684
H -0.19995 2.77099 -2.62981
H 0.51630 3.31669 -4.13087
H 0.07570 4.66583 -0.76236
H 0.22237 4.90351 1.66561
H 1.41122 3.44860 3.82706
H 2.06126 5.08253 3.64798
H 3.15867 3.70894 3.72387
H 4.00135 2.90880 1.63297
H 3.81588 2.60207 -0.78901
C 1.05698 -1.51362 -4.92889
C 1.79103 -2.66059 -4.24635
C 1.28476 -4.00282 -4.76006
C 3.29254 -2.53255 -4.44809
O 1.58184 -2.61688 -2.82442
Si 0.29545 -2.25043 -1.90380
S 0.11523 -0.17007 -1.72740
O -1.03300 -2.87297 -2.61205
C -2.28103 -3.41233 -2.18504
C -2.88334 -2.51995 -1.10362
C -2.05059 -4.82040 -1.64960
C -3.17833 -3.43993 -3.41381
O 0.48746 -3.01799 -0.45716
C 1.57825 -3.78899 0.08084
C 1.07188 -4.33672 1.40800
C 1.91642 -4.95601 -0.84088
C 2.78900 -2.88546 0.28661
H 1.24543 -1.53529 -6.00318
H 1.39142 -0.55497 -4.53077
H -0.01885 -1.59668 -4.76377
H 1.46212 -4.09552 -5.83252
H 0.21441 -4.09217 -4.57152
H 1.79784 -4.82094 -4.25183
H 3.54190 -2.58197 -5.50880
H 3.81384 -3.33978 -3.93110
H 3.64489 -1.58012 -4.04914
H -2.21225 -2.49594 -0.24013
H -3.85534 -2.89618 -0.78024
H -3.00484 -1.50674 -1.49420
H -1.38425 -4.78330 -0.78629
H -1.58823 -5.44121 -2.41806
H -2.99385 -5.28148 -1.35036
H -3.31681 -2.42979 -3.80155
H -4.15462 -3.86253 -3.16983
H -2.72231 -4.04874 -4.19495
H 0.18225 -4.94681 1.24271
H 0.81638 -3.52208 2.08402
H 1.83265 -4.95395 1.88779
H 1.02230 -5.55255 -1.03186
H 2.66224 -5.59645 -0.36696
H 2.30772 -4.60099 -1.79103
H 2.53311 -2.06027 0.95601
H 3.11319 -2.47411 -0.66958
H 3.61963 -3.44057 0.72628

Cartesian forces (eV/Å) of the 2 atoms listed first:
0.713 0.634 0.453
-0.037 -0.025 -0.073